C50H38N5O3SSbTa as an isolated structure, computed with ωB97M-V with the def2-TZVPD basis set.

```
99
Properties=species:S:1:pos:R:3:forces:R:3:lowdin_charge:R:1
Ta -0.38350 0.25280 0.08594 -0.144 0.176 0.367 1.675
Sb -3.65781 3.16842 0.32949 0.325 -0.246 0.037 1.515
S -1.60620 2.07868 0.97584 0.013 0.437 0.584 0.256
O 0.92047 0.79310 1.91177 -0.031 -0.196 -0.123 -0.196
O 1.07512 -0.88658 0.26880 0.796 -0.376 -0.193 -0.196
O 3.22706 -1.51071 0.58584 0.090 -0.146 0.026 0.254
N -1.18205 -0.49904 -1.57776 0.098 -0.173 -0.127 -0.053
N 0.60511 1.71336 -1.23084 -0.204 -0.214 -0.016 -0.049
N -2.41557 -2.44475 -0.72736 -0.062 0.004 0.226 0.196
N -1.78365 -1.08214 1.14669 0.089 0.049 -0.286 -0.055
N -0.01279 0.74422 -3.34342 0.134 0.247 0.072 0.200
C -5.74591 4.22848 3.91549 -0.011 -0.022 -0.039 -0.042
C 4.01567 1.44256 0.68948 0.057 -0.097 -0.014 -0.023
C -5.02646 1.76524 -0.29149 -0.203 -0.086 -0.065 -0.379
C -2.67941 -3.19249 -3.63752 -0.003 -0.040 -0.066 0.029
C -1.89758 -2.37628 -5.78695 -0.007 -0.005 -0.009 -0.012
C -4.93747 5.19880 4.48994 0.007 0.020 0.016 -0.029
C -3.06805 -3.07648 1.43814 -0.032 -0.078 -0.025 0.042
C 4.89903 2.50507 0.55279 0.000 0.037 0.045 -0.048
C -5.37626 3.64136 2.71286 0.016 0.070 0.109 -0.106
C -1.34191 -1.19127 -3.82415 0.168 0.292 -0.079 -0.112
C 2.28529 0.17427 2.05806 -0.076 0.048 0.080 -0.257
C 0.59620 1.71747 -2.58648 -0.026 -0.039 0.010 -0.277
C -4.63266 0.45312 -0.52597 -0.274 -0.018 -0.119 -0.124
C 3.65411 -0.88992 3.84693 0.028 -0.019 0.017 -0.001
C -2.60043 -3.30906 -5.01867 -0.003 0.003 -0.017 -0.013
C -2.04884 5.32250 -1.02248 -0.061 0.029 -0.182 -0.124
C -3.51933 5.25732 -3.40147 -0.025 -0.041 0.019 -0.043
C 1.22455 2.73773 -3.29538 0.044 0.058 -0.130 0.040
C -4.19276 4.05420 2.10629 0.010 0.069 0.130 -0.384
C -3.83706 4.37066 -2.38010 0.121 0.098 -0.056 -0.103
C -6.89466 -0.05884 -1.16334 -0.006 -0.016 -0.011 -0.030
C -1.24968 -1.29720 -5.19968 -0.001 -0.057 -0.074 0.032
C -1.93363 -1.73772 -1.66093 0.301 0.337 -0.254 -0.244
C 3.31136 1.27072 1.87730 -0.063 0.129 -0.070 -0.181
C -3.75482 5.59876 3.87521 0.007 0.003 -0.024 -0.044
C -3.09702 4.41910 -1.20147 0.094 0.166 -0.147 -0.380
C 3.49139 2.17642 2.92348 -0.010 0.036 -0.011 -0.019
C 4.35729 3.24851 2.77690 -0.013 -0.033 -0.009 -0.037
C 2.67313 -1.99920 5.74225 0.001 -0.005 0.013 -0.040
C -3.36982 5.02744 2.67348 -0.171 0.040 0.080 -0.114
C 3.79529 -1.60990 5.02120 -0.016 -0.001 0.000 -0.024
C -2.58711 -1.69428 3.32296 0.003 -0.005 0.042 -0.011
C -1.92094 -0.84861 2.48402 -0.005 -0.047 -0.149 -0.164
C 5.06437 3.41091 1.59068 0.009 0.003 -0.018 -0.045
C -1.74612 6.19666 -2.05400 0.007 -0.005 0.023 -0.054
C -6.34237 2.18407 -0.49021 -0.048 -0.182 -0.044 -0.114
C -0.75948 -0.18837 -2.93697 -0.310 -0.330 0.292 -0.223
C -2.03593 -2.10849 -3.06774 -0.162 -0.163 0.249 -0.115
C -7.27769 1.25482 -0.92831 0.029 0.067 0.015 -0.035
C 1.26072 -0.97368 4.09047 -0.033 -0.012 0.033 -0.023
C 2.32904 -0.84278 0.92641 -0.651 0.104 -0.092 -0.407
C 1.22608 2.73933 -0.58034 0.023 -0.093 -0.090 -0.156
C 1.85133 3.76376 -2.62844 0.017 0.033 -0.040 0.012
C -5.57881 -0.46012 -0.96736 0.034 -0.035 -0.004 -0.049
C -2.38747 -2.17561 0.61905 -0.017 0.019 0.014 -0.294
C 1.85111 3.76283 -1.23449 0.037 0.021 0.030 -0.019
C 2.38289 -0.56008 3.38315 0.076 -0.021 -0.046 -0.164
C 1.40675 -1.68216 5.27677 0.033 0.019 -0.043 -0.048
C -2.48259 6.16387 -3.23448 0.017 0.020 -0.013 -0.035
C -3.16352 -2.84856 2.78910 -0.025 -0.046 0.059 0.017
H -1.85391 -2.50275 -6.86016 -0.002 -0.011 0.000 0.126
H -1.48030 0.06339 2.85569 -0.037 0.018 0.008 0.064
H -3.08650 -4.14025 -5.51121 0.008 0.004 -0.012 0.126
H 0.53182 -1.99104 5.83353 0.008 0.007 -0.004 0.113
H 0.77474 1.35366 2.68896 -0.086 0.162 -0.080 0.127
H -6.66627 3.92951 4.39856 0.006 0.007 0.003 0.124
H -7.62885 -0.77541 -1.50695 0.004 0.003 0.006 0.125
H -3.14026 6.36407 4.32969 0.000 -0.009 0.004 0.123
H 0.26570 -0.75597 3.72847 0.050 -0.008 0.025 0.073
H -6.00949 2.88523 2.26475 0.022 -0.020 0.010 0.099
H -3.20861 -3.91748 -3.03471 0.004 0.013 0.004 0.128
H 2.34136 4.55573 -3.18023 -0.008 -0.011 0.007 0.135
H 3.93202 0.72644 -0.11947 -0.016 0.042 0.008 0.122
H -6.65219 3.20827 -0.31304 0.024 -0.003 0.010 0.118
H 2.78853 -2.55210 6.66467 -0.001 0.000 -0.009 0.122
H -5.28998 -1.48509 -1.16452 0.003 0.003 0.016 0.111
H -0.69227 -0.57967 -5.78571 -0.015 0.001 0.011 0.130
H -2.24809 6.85848 -4.03021 0.002 0.001 0.006 0.124
H -3.60708 0.15033 -0.37913 0.073 -0.021 0.033 0.039
H -8.30335 1.55966 -1.08742 0.007 -0.003 0.003 0.127
H 2.98254 2.02493 3.86924 -0.002 0.002 0.009 0.131
H -2.45519 5.35236 2.19322 0.008 -0.017 -0.009 0.097
H 1.19690 2.68002 -4.37384 0.004 0.012 0.012 0.136
H 1.21737 2.70350 0.49774 0.012 0.035 0.001 0.083
H -1.47705 5.35378 -0.10270 -0.007 -0.005 0.011 0.094
H 5.76258 4.23099 1.48647 -0.002 -0.007 0.007 0.121
H 2.34231 4.53572 -0.66080 0.002 -0.002 -0.009 0.129
H -2.65692 -1.45536 4.37476 -0.010 -0.017 -0.009 0.132
H -5.23299 5.65363 5.42600 0.005 0.005 -0.006 0.126
H 4.50479 3.93825 3.59730 -0.006 -0.005 -0.013 0.121
H 5.47459 2.61062 -0.35784 -0.015 -0.001 0.013 0.121
H -4.64590 3.66186 -2.51247 -0.005 -0.001 0.013 0.102
H 4.53239 -0.59089 3.28927 -0.003 0.003 0.012 0.137
H -0.94720 6.91665 -1.93430 -0.007 -0.002 -0.003 0.120
H -4.08651 5.24182 -4.32239 0.004 0.006 0.005 0.124
H 4.78503 -1.86459 5.37566 -0.016 0.003 0.001 0.124
H -3.51227 -3.93953 0.96302 -0.001 0.016 0.021 0.137
H -3.69036 -3.54706 3.42634 0.002 0.013 -0.007 0.137
```
Positions in Å, forces in eV/Å.

Results
HOMO-LUMO gap ... 0.23005 Eh
ΔE to the lowest compared entry with this formula, charge and spin ... 0.619 eV
Total charge ... +3

C12H28InN4O4 as an isolated structure, computed with ωB97M-V with the def2-TZVPD basis set.

```
49
Properties=species:S:1:pos:R:3:forces:R:3:lowdin_charge:R:1
In 3.91890 3.48661 -19.30927 -1.071 0.636 0.395 1.419
O 5.44082 3.19916 -16.96958 -0.128 -0.243 -0.800 -0.062
O 1.90474 5.56220 -19.44702 0.658 0.636 0.396 -0.054
O 1.81080 2.82679 -21.01839 0.342 0.009 1.131 -0.061
O 3.21223 5.04412 -17.11830 0.294 -0.398 -0.256 -0.061
N 1.51088 7.79498 -19.73459 0.111 0.043 0.138 0.085
N 5.44424 3.34400 -14.73034 -0.271 0.640 0.016 0.110
N 1.71215 3.14646 -23.25722 -0.192 -0.033 -0.103 0.063
N 4.38919 6.87051 -16.54549 0.021 -0.343 0.452 0.087
C 2.84138 8.32388 -19.48244 0.222 -0.587 -0.783 -0.008
C -0.31417 6.22696 -20.05024 0.081 0.010 0.027 0.045
C 6.04484 3.51017 -15.93180 0.073 -0.276 0.339 -0.468
C -0.35416 2.87626 -22.01195 -0.157 -0.717 -0.284 0.047
C 1.14324 2.92618 -22.07421 0.780 0.793 -1.284 -0.468
C 4.67712 8.10109 -15.82085 -0.493 0.495 -0.444 0.006
C 2.22720 6.47518 -15.46151 -0.162 -0.499 -0.099 0.044
C 4.04916 3.03108 -14.57215 0.052 0.200 -0.312 0.009
C 3.31647 6.08936 -16.41765 -0.046 0.227 -0.146 -0.479
C 1.13053 6.51595 -19.71743 -0.523 -0.588 -0.250 -0.450
C 1.00778 3.27882 -24.54588 -0.199 -0.626 0.074 -0.015
C 7.47201 3.99049 -15.93692 -0.318 -0.290 0.287 0.049
H -0.94015 7.11611 -20.01360 0.006 -0.010 -0.121 0.100
H -0.68842 2.76478 -20.98904 -0.107 0.126 0.048 0.101
H 1.57166 5.62374 -15.29474 0.048 -0.083 -0.145 0.104
H 5.07176 6.58259 -17.23651 -0.068 -0.024 -0.022 0.161
H 2.71767 3.21878 -23.32382 -0.020 -0.141 0.362 0.158
H 3.75613 2.27587 -15.29749 -0.014 -0.101 0.100 0.113
H 7.47556 5.07603 -16.03544 0.200 0.004 -0.126 0.097
H 1.73804 3.45652 -25.32849 0.087 0.331 0.124 0.104
H 7.96393 3.71413 -15.00409 -0.004 0.129 0.037 0.107
H 0.53772 2.33053 -24.82203 -0.136 0.146 0.197 0.109
H -0.67247 1.99876 -22.58906 0.051 -0.064 0.192 0.123
H 5.75288 8.20626 -15.72810 0.026 0.112 0.020 0.111
H 8.01003 3.50339 -16.74397 -0.015 0.198 -0.180 0.107
H -0.71896 5.48305 -19.36751 0.138 0.032 0.154 0.105
H 3.84370 2.73967 -13.54753 0.037 -0.119 0.021 0.121
H 2.60249 6.78412 -14.48908 0.007 0.324 -0.095 0.102
H 3.46644 7.54212 -19.06222 -0.123 0.051 0.291 0.064
H -0.81068 3.71399 -22.53902 0.142 0.233 0.243 0.099
H 2.79387 9.21726 -18.86772 0.012 -0.018 0.090 0.105
H 3.29125 8.56292 -20.45349 -0.035 0.306 0.146 0.118
H 4.25908 8.93919 -16.39618 0.347 0.039 0.020 0.113
H -0.35828 5.77854 -21.04326 0.015 0.161 -0.074 0.089
H 1.61683 7.24458 -15.94214 0.122 0.215 0.257 0.118
H 0.26455 4.07249 -24.50695 0.096 0.024 -0.124 0.097
H 0.82016 8.48747 -19.99796 -0.142 -0.184 0.090 0.169
H 3.44964 3.93375 -14.79888 -0.065 -0.118 -0.035 0.094
H 5.91927 3.70479 -13.90978 0.220 -0.278 -0.051 0.174
H 4.19097 8.16280 -14.85267 0.105 -0.377 0.089 0.100
```
Positions in Å, forces in eV/Å.

Results
HOMO-LUMO gap ... 0.11608 Eh
ΔE to the lowest compared entry with this formula, charge and spin ... 3.711 eV
Total charge ... +3

A 5-piece molecular cluster, C29H34FNO2 overall, computed with ωB97M-V with the def2-TZVPD basis set.

```
67
Properties=species:S:1:pos:R:3:forces:R:3:lowdin_charge:R:1
F -3.09966 2.84903 0.74723 -0.261 -0.233 -0.530 0.082
O 1.25259 4.62628 0.49730 0.204 -0.368 0.430 -0.151
O -2.21655 3.79560 2.47491 -0.753 1.105 5.292 0.216
N -0.13906 1.31549 1.63866 0.330 0.005 -0.494 0.033
C -3.48923 0.34282 -5.32289 -0.003 0.009 -0.011 -0.091
C -2.52019 0.95447 -6.10679 0.009 0.000 0.013 -0.095
C -6.56560 -0.08877 -1.30735 0.021 -0.004 0.011 -0.097
C -6.55927 0.30353 1.44239 -0.030 -0.045 -0.050 -0.090
C 4.17774 -6.59949 1.13773 -0.004 -0.002 0.005 -0.097
C 0.37773 3.74725 1.18557 -0.713 -0.188 -0.549 -0.347
C 4.52578 -6.91439 -0.16887 -0.008 -0.001 0.002 -0.101
C -2.12666 3.54562 1.37321 1.351 -0.510 -4.475 -0.527
C -5.58847 0.90481 0.65258 -0.047 -0.031 0.073 -0.088
C 4.53079 -4.26605 0.67101 0.038 0.002 -0.080 -0.085
C 4.87399 -4.58109 -0.63735 -0.006 -0.043 0.015 -0.090
C 3.13236 -1.93798 2.78766 0.020 0.041 0.128 -0.112
C 5.35194 -1.15984 3.29548 0.027 -0.026 0.012 -0.094
C 5.17553 -0.09095 2.42717 -0.006 0.008 -0.005 -0.094
C 0.83515 2.27287 1.12235 0.042 0.463 0.822 -0.224
C -1.55815 1.94973 -4.14055 0.001 0.014 0.020 -0.097
C -7.52963 -0.49980 0.85762 0.012 0.014 0.005 -0.098
C -7.53169 -0.69694 -0.51697 -0.013 -0.005 -0.004 -0.098
C -5.59313 0.71044 -0.72110 -0.002 -0.028 -0.031 -0.090
C 3.97486 0.05634 1.74519 0.041 0.011 0.004 -0.101
C -2.53219 1.34483 -3.35773 0.004 -0.009 -0.008 -0.096
C -0.97746 3.92547 0.47508 0.092 -0.301 0.018 -0.026
C 4.17857 -5.27542 1.55618 0.008 -0.008 -0.006 -0.093
C 2.54514 4.65706 1.06456 0.692 0.561 -0.353 -0.102
C 4.33173 -2.08415 3.47479 -0.087 0.046 0.012 -0.111
C -3.49626 0.53909 -3.94882 -0.004 0.006 0.019 -0.091
C -1.55318 1.75625 -5.51525 -0.002 -0.005 -0.008 -0.096
C 2.95218 -0.86495 1.92595 -0.064 0.007 -0.065 -0.094
C 4.87003 -5.90458 -1.05737 0.009 0.010 -0.014 -0.100
H 1.12521 2.04430 0.09186 -0.128 -0.121 0.090 0.133
H -2.51781 0.80551 -7.17933 0.004 -0.003 0.017 0.100
H 4.47026 -2.91954 4.15030 0.010 0.016 -0.008 0.102
H -0.79529 2.23053 -6.12626 -0.012 -0.007 0.012 0.100
H 3.09250 3.71203 0.97276 -0.235 -0.019 0.110 0.076
H -2.54018 1.50052 -2.28507 -0.001 -0.014 -0.009 0.087
H 4.52765 -7.94709 -0.49502 -0.007 0.016 0.003 0.099
H 2.56036 5.00057 2.10863 -0.260 -0.228 -0.053 0.099
H 5.97292 0.62768 2.28302 -0.010 -0.013 0.007 0.100
H -6.57058 -0.23864 -2.38041 -0.015 0.001 0.014 0.095
H -4.24027 -0.28699 -5.78351 0.011 0.015 0.009 0.101
H -4.82972 1.52409 1.10620 -0.045 -0.003 0.023 0.078
H 5.13623 -6.14944 -2.07836 0.000 0.000 0.020 0.099
H -4.83612 1.18325 -1.33510 -0.027 0.026 0.013 0.079
H -1.01594 3.33819 -0.44570 0.038 0.253 -0.041 0.123
H 3.90462 -5.02954 2.57518 0.014 0.003 -0.015 0.091
H 5.14455 -3.79360 -1.32993 -0.002 -0.010 0.014 0.100
H -1.05598 4.99399 0.25951 -0.193 -0.117 -0.164 0.143
H -0.42124 1.53268 2.58587 -0.137 -0.032 -0.135 0.084
H -8.28450 -0.97262 1.47370 0.008 0.007 -0.016 0.099
H 2.33800 -2.66132 2.92477 0.005 0.014 -0.013 0.107
H 1.72015 2.18574 1.76096 0.042 -0.133 -0.244 0.097
H 3.11686 5.39124 0.48929 -0.134 -0.052 0.045 0.092
H 3.83578 0.89233 1.06988 0.010 -0.023 -0.009 0.090
H -6.55931 0.46033 2.51394 0.008 -0.007 -0.016 0.101
H -0.80196 2.57344 -3.67916 -0.014 0.000 -0.016 0.097
H 4.53712 -3.23591 1.00042 0.006 -0.013 -0.027 0.080
H 0.24414 4.06897 2.22990 0.211 -0.062 -0.063 0.153
H 3.90570 -7.38664 1.83023 0.004 0.012 -0.012 0.099
H 2.01628 -0.74314 1.39420 -0.008 0.001 0.052 0.094
H -0.93447 1.20088 1.02299 -0.059 0.002 0.241 0.066
H -8.28749 -1.32478 -0.97264 0.010 0.017 0.007 0.099
H -4.25284 0.06351 -3.33710 0.023 -0.013 -0.013 0.081
H 6.28565 -1.27314 3.83235 -0.013 -0.004 -0.018 0.101
```
Positions in Å, forces in eV/Å.

Results
HOMO-LUMO gap ... 0.36206 Eh
Structure (SMILES) ... CO[C@H](CN)CC(=O)F.c1ccccc1.c1ccccc1.c1ccccc1.c1ccccc1